[1]
# C33H36I2N3O2S

5 unconnected molecules or ions with the total composition C33H36I2N3O2S at a distorted geometry (ωB97M-V/def2-TZVPD, OMol25).

```
77
Properties=species:S:1:pos:R:3:forces:R:3:lowdin_charge:R:1
C 1.037837 -1.325039 0.551505 0.4 0.4 0.1 -0.045
N 0.193713 -0.179039 0.940520 -0.6 -0.9 -0.8 -0.139
C 0.361261 0.938407 -0.014661 0.5 0.4 0.6 -0.041
C -1.145698 -0.567605 0.990912 0.0 0.2 0.0 -0.450
O -1.624388 -1.555430 0.492748 0.2 0.0 0.3 0.023
C -2.051465 0.352291 1.822790 0.1 0.3 -0.4 0.021
C -3.195335 0.853374 1.023024 -0.1 0.0 0.0 -0.209
N -3.231310 2.051540 0.460326 0.4 0.3 0.0 0.114
C -4.421658 2.255512 -0.196361 -0.1 0.1 -0.1 -0.791
I -4.855218 3.984585 -1.182625 0.0 0.1 -0.1 1.057
C -5.157118 1.128330 -0.023297 0.2 -0.2 0.2 -0.602
S -6.772123 0.773553 -0.548814 -0.2 -0.4 0.0 0.921
N -4.356611 0.255065 0.735470 -0.3 -0.3 -0.2 0.034
C -4.698967 -1.076249 1.252615 0.3 -0.1 0.3 -0.104
C -5.152419 -2.107286 0.209811 -0.5 -0.2 -0.4 -0.815
O -6.255033 -2.104750 -0.238897 0.4 0.2 0.2 -0.024
I -3.802566 -3.661121 -0.302426 -0.2 0.0 -0.1 1.068
H 0.845954 -1.644167 -0.471923 -0.1 -0.1 0.0 0.094
H 2.074034 -1.005132 0.627050 0.1 0.0 0.0 0.098
H 0.875843 -2.149222 1.236413 -0.1 -0.1 0.0 0.096
H 0.644080 0.579906 -1.003511 -0.1 -0.2 -0.1 0.097
H 1.147221 1.597154 0.347481 0.1 0.1 -0.1 0.094
H -0.550476 1.520505 -0.125995 -0.1 0.0 0.1 0.070
H -1.484645 1.203801 2.190774 0.0 0.0 0.1 0.138
H -2.403113 -0.225556 2.674252 0.1 0.0 0.1 0.143
H -2.494122 2.735121 0.533790 0.0 0.0 0.0 0.163
H -6.879547 1.938549 -1.193810 0.0 0.2 0.0 -0.154
H -3.809260 -1.457054 1.743034 0.0 0.0 0.0 0.079
H -5.491034 -0.988167 1.995592 -0.2 0.1 -0.1 0.152
C -3.567412 -4.102166 3.670240 0.0 0.1 0.0 -0.123
C -4.784657 -4.124224 4.337796 0.0 0.0 0.0 -0.097
C -4.843098 -4.544844 5.659058 0.0 0.0 0.0 -0.088
C -3.683263 -4.938086 6.311674 0.0 0.0 0.0 -0.084
C -2.465953 -4.914513 5.644469 0.0 0.0 0.0 -0.085
C -2.407033 -4.497842 4.322221 0.0 0.1 0.0 -0.104
H -3.520580 -3.779250 2.637516 0.0 -0.1 0.0 0.018
H -5.691663 -3.821819 3.827657 0.0 0.0 0.0 0.098
H -5.791778 -4.570512 6.178581 0.0 0.0 0.0 0.105
H -3.728517 -5.266106 7.341579 0.0 0.0 0.0 0.106
H -1.563346 -5.223249 6.155011 0.0 0.0 0.0 0.105
H -1.459509 -4.487378 3.798186 0.0 0.0 0.0 0.101
C 4.708048 4.711456 -2.025351 0.0 0.0 0.0 -0.097
C 3.778582 5.669647 -1.645356 0.0 0.0 0.0 -0.088
C 2.448046 5.316055 -1.474518 0.0 0.0 0.0 -0.095
C 2.049619 4.002057 -1.679010 0.0 0.0 0.0 -0.114
C 2.979293 3.044107 -2.056691 0.0 -0.1 0.0 -0.106
C 4.309227 3.398954 -2.233518 0.0 0.0 0.0 -0.086
H 5.744366 4.990790 -2.162783 0.0 0.0 0.0 0.104
H 4.092672 6.692548 -1.485142 0.0 0.0 0.0 0.108
H 1.722761 6.065163 -1.184113 0.0 0.0 0.0 0.100
H 1.009508 3.727383 -1.544843 0.0 0.0 0.0 0.085
H 2.670008 2.018616 -2.218220 0.0 0.0 0.0 0.091
H 5.033746 2.653710 -2.534253 0.0 0.0 0.0 0.105
C 6.418076 8.890613 -5.688025 0.0 0.0 0.0 -0.095
C 5.448625 8.011332 -5.226621 0.0 0.0 0.0 -0.097
C 5.774648 6.684096 -4.984801 0.0 0.0 0.0 -0.106
C 7.071155 6.237500 -5.199068 0.0 0.0 0.0 -0.099
C 8.041142 7.117335 -5.658436 0.0 0.0 0.0 -0.095
C 7.713734 8.443113 -5.905147 0.0 0.0 0.0 -0.094
H 6.164149 9.925016 -5.879184 0.0 0.0 0.0 0.101
H 4.438287 8.360483 -5.055863 0.0 0.0 0.0 0.099
H 5.016872 5.997079 -4.630100 0.0 0.0 0.0 0.087
H 7.326151 5.202461 -5.009116 0.0 0.0 0.0 0.099
H 9.052210 6.769739 -5.825299 0.0 0.0 0.0 0.101
H 8.468945 9.128196 -6.267250 0.0 0.0 0.0 0.102
C 0.640488 -8.071310 0.384245 0.0 0.0 0.0 -0.092
C 0.362374 -8.556134 1.654759 0.0 0.0 0.0 -0.089
C -0.719387 -8.059164 2.368349 0.0 0.0 0.0 -0.088
C -1.527426 -7.079049 1.809604 0.0 0.0 0.0 -0.097
C -1.247469 -6.597038 0.538793 0.0 0.0 0.0 -0.109
C -0.164432 -7.089034 -0.175127 0.0 0.0 0.0 -0.094
H 1.483888 -8.460354 -0.170685 0.0 0.0 0.0 0.103
H 0.988623 -9.324486 2.088432 0.0 0.0 0.0 0.103
H -0.934582 -8.437048 3.359326 0.0 0.0 0.0 0.103
H -2.374453 -6.694005 2.363469 0.0 0.0 0.0 0.090
H -1.880503 -5.831480 0.107552 0.0 0.0 0.0 0.015
H 0.051952 -6.710269 -1.165746 0.0 0.0 0.0 0.101
```
Forces are in eV/Å.

Output
- frontier orbital gap (Ha) = 0.280
- HOMO (eV) = -10.57
- charge = +1
- total energy (hartree) = -2587.1437



[2]
# C33H36N11O5V

A molecular structure, C33H36N11O5V at a distorted geometry (ωB97M-V/def2-TZVPD, OMol25).

```
86
Properties=species:S:1:pos:R:3:forces:R:3:lowdin_charge:R:1
V 1.169119 -0.612729 1.322870 -1.2 0.8 1.5 1.054
O 0.243876 -4.580408 3.067104 -0.1 -0.1 0.1 0.208
C 0.608847 -3.481104 2.457846 0.1 0.0 -0.8 -0.449
O -0.085402 -2.493097 2.303759 0.6 -1.1 -2.4 -0.033
C 1.981362 -3.509049 1.882499 -0.2 0.2 0.1 -0.135
C 2.814129 -4.603184 1.837653 0.1 -0.2 0.0 0.068
C 4.005799 -4.495538 1.121219 0.0 -0.1 0.0 0.038
C 4.290725 -3.315961 0.452470 0.2 -0.1 -0.1 0.072
C 3.391262 -2.273565 0.555812 -0.3 0.1 0.1 -0.165
N 2.276845 -2.348973 1.285652 0.6 -0.9 -0.2 0.068
C 3.508729 -0.943205 -0.141471 -0.6 0.0 0.2 -0.515
O 4.493500 -0.565949 -0.693012 0.2 0.1 -0.2 0.182
O 2.352196 -0.269334 -0.026464 1.1 0.0 -1.0 -0.189
H -0.673933 -4.513429 3.379707 0.0 -0.1 0.0 0.168
H 2.523476 -5.519128 2.334317 0.0 0.0 0.0 0.142
H 4.687516 -5.334729 1.065652 0.0 0.0 0.0 0.137
H 5.179861 -3.189378 -0.153238 0.0 0.0 0.0 0.149
C -0.266744 -1.698720 4.380694 -0.4 0.5 1.5 -0.092
N 0.230099 -0.455669 3.756740 0.0 0.2 0.0 -0.254
C -0.874525 0.513970 3.845450 -0.1 0.1 0.0 -0.068
C 1.349990 0.023811 4.583888 0.0 0.0 0.3 -0.179
C 2.165195 1.060660 3.870507 -0.1 -0.1 -0.1 -0.176
N 2.818831 0.471758 2.682020 0.1 -0.1 -0.2 -0.275
C 3.866586 -0.473472 3.147194 0.0 0.1 -0.1 -0.047
C 3.520547 1.589872 1.996487 0.0 -0.1 0.1 -0.050
H -0.570645 -1.504771 5.414764 0.1 0.2 0.1 0.119
H 0.515941 -2.454227 4.398032 -0.1 0.2 0.5 0.092
H -1.124764 -2.082427 3.834539 0.0 0.3 0.7 0.101
H -1.196682 0.637647 4.885184 0.0 0.0 0.0 0.111
H -1.725717 0.142492 3.279312 -0.1 0.0 -0.1 0.091
H -0.584403 1.486990 3.462405 0.1 0.0 0.0 0.072
H 1.978584 -0.833459 4.827099 -0.1 0.0 0.1 0.117
H 0.990861 0.426447 5.538108 -0.1 0.0 0.0 0.146
H 2.923055 1.470400 4.544743 0.0 0.0 0.0 0.143
H 1.543908 1.891737 3.540493 -0.1 0.0 0.0 0.121
H 4.483256 -0.002349 3.916523 0.0 0.0 0.0 0.115
H 4.521613 -0.736400 2.320848 0.0 0.0 0.0 0.095
H 3.431926 -1.382438 3.558961 0.0 0.0 -0.1 0.084
H 4.270881 2.013662 2.668471 0.0 0.0 0.0 0.113
H 2.809681 2.371670 1.750214 -0.1 0.0 0.0 0.081
H 4.021265 1.253755 1.094970 0.0 -0.1 -0.1 0.085
C -3.393736 -2.643521 -1.165131 0.1 0.1 -0.1 -0.051
N -2.003232 -2.263527 -0.869691 -0.2 -0.2 -0.1 -0.094
C -1.550141 -1.359168 -0.017454 0.1 0.0 -0.1 -0.106
N -0.220734 -1.317463 -0.085832 0.0 -0.3 -0.3 -0.019
C 0.072344 -2.253818 -1.044229 0.0 0.1 0.0 -0.146
N -0.981146 -2.845626 -1.535891 -0.1 0.2 0.1 0.176
C -3.852675 -2.156780 -2.518521 0.1 0.0 0.0 -0.205
C -4.656209 -2.970691 -3.304738 0.0 0.0 0.0 -0.021
C -5.116326 -2.514455 -4.532933 0.0 0.0 0.0 -0.036
C -4.762252 -1.256870 -4.990644 -0.1 0.0 -0.1 0.007
C -3.947511 -0.446669 -4.206926 0.0 0.0 0.0 -0.125
C -3.502018 -0.895059 -2.969826 0.0 0.1 0.0 0.024
C -3.554824 0.877497 -4.684062 -0.1 0.0 0.0 -0.292
N -3.939016 1.507668 -5.735215 0.2 0.3 0.0 0.143
N -3.271250 2.735721 -5.719526 -0.1 -0.3 0.0 0.143
C -2.543948 2.735904 -4.660275 0.0 0.1 0.0 -0.288
O -2.665524 1.588188 -3.946882 0.0 0.0 0.1 0.116
C -1.657678 3.779704 -4.149568 0.0 -0.1 0.0 -0.127
C -1.538775 4.982376 -4.832264 0.0 0.1 0.0 0.004
C -0.712060 5.972915 -4.324432 0.0 0.0 -0.1 -0.038
C -0.013551 5.767368 -3.145497 0.0 0.1 0.0 -0.026
C -0.128152 4.559893 -2.466655 0.0 -0.1 0.0 -0.197
C 0.688487 4.375653 -1.210363 -0.1 -0.1 0.0 -0.050
N 0.303418 3.209419 -0.408602 -0.1 0.3 -0.1 -0.097
C 1.047534 2.163759 -0.092719 -0.1 0.0 0.1 -0.113
N 0.371549 1.367118 0.741132 -0.2 0.0 0.0 0.020
C -0.837500 2.011988 0.849383 0.1 -0.1 0.1 -0.182
N -0.910266 3.129480 0.181949 0.3 -0.1 0.0 0.167
C -0.948870 3.567372 -2.970333 0.0 -0.1 0.0 0.024
H -4.005107 -2.236458 -0.359852 0.0 0.0 0.0 0.138
H -3.441935 -3.728096 -1.118838 0.0 -0.1 0.0 0.134
H -2.183811 -0.771358 0.626722 0.0 0.0 0.0 0.148
H 1.070989 -2.473350 -1.385871 0.0 0.0 0.0 0.131
H -4.924293 -3.964898 -2.962930 0.0 0.1 0.0 0.121
H -5.744223 -3.152375 -5.141398 0.0 0.0 0.0 0.119
H -5.102833 -0.893391 -5.952037 0.0 0.0 0.0 0.127
H -2.871374 -0.244648 -2.373472 0.0 0.0 0.0 0.116
H -2.100593 5.133362 -5.744769 0.0 0.0 0.0 0.126
H -0.617097 6.916297 -4.847187 0.0 0.0 0.0 0.119
H 0.622657 6.555006 -2.753913 0.0 0.0 0.0 0.124
H 0.603916 5.250980 -0.569733 0.0 0.0 0.1 0.141
H 1.741100 4.239910 -1.455296 0.1 0.0 0.0 0.140
H 2.040541 1.997209 -0.472994 0.0 0.0 0.0 0.144
H -1.667936 1.659135 1.433331 0.0 -0.1 0.1 0.106
H -1.062588 2.622119 -2.456040 0.0 0.0 0.0 0.110
```
Forces are in eV/Å.

Output
- frontier orbital gap (spin up / spin down) (Ha) = 0.216 / 0.207
- energy above the lowest of the compared OMol25 structures with the same formula, charge and spin (kJ/mol) = 201.3
- multiplicity = 3
- HOMO (spin up / spin down) (eV) = -12.48 / -12.48
- charge = +2
- total energy (hartree) = -3201.2558